Here is a structure of composition C37H54ClN7O3Sn from OMol25. Energies are from the ωB97M-V functional and the def2-TZVPD basis.

The geometry in XYZ format:
```
103
Properties=species:S:1:pos:R:3:forces:R:3:mulliken_charge:R:1
Sn -0.0121 -0.0006 -0.0574 -2.88 1.99 -1.33 1.791
N 0.0405 -0.1203 2.1356 0.51 -0.96 0.44 0.390
C -0.2157 -1.5582 2.2313 -0.79 -0.87 -0.09 1.644
C -0.1959 -1.9815 3.7278 0.01 -0.87 -0.48 -1.032
C -0.5061 -3.4694 4.1979 0.59 0.53 -0.16 -0.448
C -1.7668 -4.2704 3.8330 0.27 -0.27 0.09 -1.420
N -1.9018 -4.6470 2.4166 -0.14 -0.54 -0.12 0.120
C -0.9453 -5.1021 1.6180 0.05 0.61 0.33 0.332
N -1.0827 -4.9597 0.2973 0.10 0.28 -0.26 -0.358
N 0.1845 -5.6621 2.0823 0.33 -0.31 -0.24 -0.471
C 0.7334 -2.3178 1.1992 -1.52 -0.69 0.71 0.227
O 1.3222 -3.3290 1.6168 0.30 0.26 -0.04 -0.924
O 0.6057 -1.9726 -0.0182 2.60 -1.87 1.30 -0.649
H 0.9722 0.1126 2.5061 -2.71 -2.80 1.16 -0.129
H -0.6679 0.4610 2.5746 0.32 0.24 -0.03 0.658
H -1.3394 -1.6668 1.7824 5.03 0.50 0.41 -0.739
H -0.8873 -1.3128 4.2505 -0.01 0.04 -0.05 0.260
H 0.8032 -1.7821 4.1320 -0.04 -0.02 0.08 0.372
H -0.5134 -3.4103 5.2903 -0.05 -0.07 -0.01 0.494
H 0.3665 -4.0652 3.9428 0.07 0.11 0.01 0.344
H -2.6504 -3.6954 4.0939 -0.13 -0.25 -0.04 0.451
H -1.8097 -5.1896 4.4250 0.20 0.11 0.14 0.447
H -2.7636 -4.4048 1.9530 -0.01 0.15 0.10 0.322
H -1.6442 -4.1937 -0.0647 0.04 0.11 0.18 0.199
H -0.2566 -5.1246 -0.2610 -0.04 -0.22 0.07 0.352
H 0.2403 -5.9452 3.0451 -0.31 0.14 0.07 0.319
H 1.0047 -5.1261 1.7741 -0.04 -0.17 -0.09 0.340
C 2.1274 3.0227 -3.5705 0.05 -0.05 -0.05 -1.616
C 1.6536 3.6979 -2.2804 -0.13 0.07 -0.52 1.330
C 1.5502 5.2138 -2.4656 0.11 0.10 0.08 -1.642
C 2.5480 3.3327 -1.1187 0.19 0.11 0.76 1.151
C 3.9234 3.8050 -1.1302 0.29 -0.25 0.04 -0.659
C 4.8274 3.5101 -0.1391 -1.58 1.26 -0.17 -2.193
C 4.4248 2.6960 0.9381 -0.93 5.40 0.95 -0.259
C 3.0351 2.1812 1.0106 4.20 7.33 -4.38 1.786
C 2.5018 1.1103 2.3742 -0.10 -1.28 7.81 1.245
C 3.2757 -0.2819 2.4691 -0.14 0.08 0.79 -0.953
C 2.6451 1.8128 3.7198 -0.16 0.59 -0.22 -1.903
C 2.0489 2.5578 -0.1079 -1.28 3.64 -1.70 -0.935
N 0.7280 2.0509 -0.1013 0.86 0.08 1.02 0.765
C -0.1902 2.8495 0.6352 -1.05 0.05 0.40 -0.695
C -1.4881 2.4232 0.6671 0.87 0.00 -0.43 -0.897
N -1.7943 1.2742 -0.0212 -0.76 1.79 1.63 1.022
C -3.1638 0.8665 0.0564 -0.23 -0.53 -0.59 -0.758
C -3.7475 0.0471 1.0707 0.23 0.52 -0.48 0.636
C -5.0885 -0.3072 0.9895 0.14 0.09 0.06 -0.588
C -5.8887 0.1092 -0.0583 -0.20 -0.12 0.05 -1.322
C -5.3303 0.8719 -1.0561 0.01 0.07 -0.05 -1.242
C -3.9847 1.2353 -1.0288 0.12 0.18 -0.03 0.810
C -3.4856 2.0403 -2.2235 0.15 0.03 -0.12 0.465
C -3.3490 3.5318 -1.9126 0.07 0.15 0.03 -1.507
C -2.2281 1.4962 -2.9073 0.19 0.03 -0.18 -0.991
C -2.9779 -0.5150 2.2360 -1.17 -0.91 0.28 2.328
C -2.7872 -2.0643 2.1139 -3.02 0.34 0.07 -1.343
C -3.6403 -0.1574 3.5752 0.08 -0.13 0.09 -1.984
H 1.4350 3.2332 -4.3887 0.00 0.02 0.02 0.475
H 2.1791 1.9385 -3.4462 0.01 0.01 0.01 0.285
H 3.1178 3.3718 -3.8741 0.00 0.00 0.04 0.314
H 0.6368 3.3464 -2.1021 0.13 -0.15 0.32 -0.758
H 2.5035 5.6602 -2.7598 0.00 -0.03 0.01 0.292
H 1.2232 5.6973 -1.5428 0.00 -0.02 -0.01 0.394
H 0.8224 5.4508 -3.2444 0.01 -0.05 0.00 0.449
H 4.2588 4.4102 -1.9609 -0.07 -0.05 -0.06 0.387
H 5.8421 3.8783 -0.1916 0.04 -0.06 0.09 0.424
H 5.1565 2.4743 1.7436 -0.77 3.31 1.13 0.362
H 1.4599 0.8649 2.2217 1.97 3.24 -0.92 -1.012
H 4.3293 -0.1342 2.6907 -0.05 0.16 0.11 0.486
H 3.2206 -0.8782 1.5723 0.02 -0.53 0.41 0.265
H 2.8289 -0.8753 3.2807 -0.11 0.38 0.14 0.497
H 3.6902 2.0052 3.9688 0.02 -0.05 -0.10 0.373
H 2.2226 1.1943 4.5147 0.03 -0.07 -0.04 0.353
H 2.1161 2.7675 3.7169 0.00 -0.03 -0.03 0.474
H 0.0846 3.7603 1.1519 0.39 -0.03 -0.18 0.458
H -2.2177 3.0104 1.2183 -0.17 -0.12 -0.06 0.250
H -5.5226 -0.9348 1.7606 0.03 0.00 0.01 0.306
H -6.9332 -0.1746 -0.1003 0.00 -0.01 0.01 0.368
H -5.9512 1.1860 -1.8883 0.07 0.02 -0.05 0.376
H -4.2654 1.9663 -2.9902 -0.12 -0.07 0.16 0.578
H -2.5172 3.7363 -1.2362 0.00 -0.09 0.00 0.222
H -4.2606 3.9230 -1.4547 0.00 -0.03 -0.01 0.331
H -3.1685 4.0967 -2.8320 0.00 -0.03 -0.01 0.447
H -1.3202 1.7129 -2.3455 -0.08 0.00 0.08 -0.275
H -2.1099 1.9614 -3.8915 -0.11 0.00 -0.01 0.584
H -2.2939 0.4161 -3.0535 0.01 0.00 0.07 0.249
H -2.0062 -0.1010 2.2700 0.02 0.51 -0.35 -0.977
H -3.7705 -2.5654 2.1403 -0.11 0.21 0.04 0.427
H -2.2054 -2.4353 2.9219 -0.43 0.19 0.44 -0.735
H -2.3001 -2.3356 1.1676 -0.79 0.15 -0.38 0.754
H -4.6088 -0.6446 3.7004 0.01 0.04 -0.02 0.362
H -3.7932 0.9202 3.6555 -0.01 -0.02 -0.03 0.455
H -3.0093 -0.4694 4.4144 -0.02 -0.01 0.03 0.394
O -1.5643 -1.1167 -0.0391 -0.22 -0.89 -1.51 -1.051
Cl 5.0418 -2.1052 -2.0771 0.01 -0.13 -0.12 -0.255
C 4.2996 -0.9373 -1.0426 -0.65 0.90 0.01 -0.395
C 5.0989 -0.0444 -0.3151 0.03 0.73 -0.08 -1.133
C 4.4630 0.8980 0.5104 1.12 -7.56 -1.74 0.033
C 2.9793 0.8503 0.5642 9.00 -5.70 -8.74 -0.129
N 2.2350 0.0036 -0.1333 1.36 0.36 -0.03 0.449
C 2.9338 -0.8945 -0.9424 0.01 -0.47 0.08 -1.223
H 6.1795 -0.0770 -0.3923 -0.02 -0.25 0.10 0.544
H 5.0873 1.6574 1.1523 -0.24 -5.85 -1.45 0.543
H 2.2941 1.6508 1.3166 -8.87 -1.66 5.19 0.451
H 2.3149 -1.5766 -1.5004 0.01 -0.08 0.12 0.588
```
Forces are in eV/Å.

- Orbital gap (spin up / spin down): 5.233 / 5.267 eV
- Maximum force: 13.8 eV Å⁻¹
- Multiplicity: 1

Here is a cluster of 12 separate species, C15H27BBr2Cl22FNO in total from OMol25. Energies are from the ωB97M-V functional and the def2-TZVPD basis.

The geometry in XYZ format:
```
70
Properties=species:S:1:pos:R:3:forces:R:3:nbo_charge:R:1
C -1.2964 -5.4735 -3.8775 -0.06 0.37 -0.21 -0.650
C -0.8426 -4.3361 -2.9769 -0.30 -1.20 0.18 -0.243
Br 0.8425 -3.6078 -3.6238 -0.09 0.11 0.07 0.008
C -0.7779 -4.8009 -1.5125 0.25 0.45 -0.16 -0.655
Br -0.0657 -6.6168 -1.2702 0.06 0.21 0.02 0.035
B 0.0774 -3.9100 -0.5435 -0.26 -0.39 0.01 1.266
F 1.3727 -3.8801 -0.5651 0.91 -0.12 0.23 -0.458
O -0.4927 -3.1106 0.4667 0.48 0.61 -0.49 -0.653
C -1.5750 -2.5380 0.0587 -2.38 -0.68 0.23 0.539
N -2.6681 -2.2961 -0.2600 1.37 0.39 0.23 -0.393
H -2.0878 -6.0326 -3.3900 -0.15 -0.15 0.18 0.219
H -0.4866 -6.1497 -4.1277 -0.15 0.17 0.11 0.239
H -1.7198 -5.0662 -4.7872 0.10 0.07 -0.29 0.230
H -1.6056 -3.5713 -3.0356 0.19 0.56 0.15 0.242
H -1.8034 -4.8547 -1.1707 -0.24 -0.12 0.10 0.264
Cl 4.3952 -0.7199 0.7766 -0.31 -0.34 0.17 -0.027
C 3.0610 -1.7159 1.3793 0.08 0.02 0.10 -0.400
Cl 1.6972 -0.7050 1.8885 -0.08 -0.08 0.01 -0.037
H 2.7328 -2.3731 0.5866 -0.05 0.05 -0.08 0.231
H 3.4019 -2.2925 2.2311 0.02 0.08 0.05 0.222
Cl 4.0032 3.6969 0.5382 -0.05 -0.02 0.01 -0.017
C 2.7840 2.5642 1.1326 0.16 -0.12 -0.06 -0.391
Cl 1.3032 3.3824 1.6560 -0.05 0.02 0.03 -0.051
H 2.5288 1.8742 0.3376 -0.05 0.05 -0.04 0.232
H 3.1968 2.0256 1.9761 -0.03 0.05 0.05 0.228
Cl -1.1472 1.0584 -0.2919 0.05 -0.01 0.06 -0.035
C -1.7689 2.7131 -0.2337 -0.03 0.07 0.02 -0.393
Cl -2.5967 3.1557 -1.7306 -0.01 0.02 0.02 -0.021
H -2.4717 2.7886 0.5871 -0.07 -0.08 -0.03 0.222
H -0.9370 3.3889 -0.0826 0.05 -0.02 -0.08 0.227
Cl 1.0368 5.7839 6.0940 0.03 0.02 -0.03 -0.035
C 0.8346 5.9920 4.3470 -0.11 -0.11 0.02 -0.393
Cl -0.7063 6.7741 3.9621 -0.01 0.00 -0.09 -0.039
H 1.6389 6.6059 3.9716 0.04 0.13 0.03 0.232
H 0.8575 5.0175 3.8758 -0.07 -0.03 0.07 0.229
Cl 3.4336 9.9483 4.5316 -0.02 0.02 0.03 -0.019
C 3.7527 8.5672 5.5853 -0.06 0.02 0.09 -0.398
Cl 4.1173 7.1053 4.6593 0.17 -0.01 0.01 -0.028
H 4.6027 8.7971 6.2157 0.06 0.00 -0.07 0.225
H 2.8729 8.3795 6.1903 -0.04 -0.03 -0.07 0.226
Cl 0.7303 -7.9977 -4.9311 0.25 -0.34 -0.19 -0.017
C 0.6029 -7.7475 -6.6805 0.09 -0.06 0.01 -0.392
Cl -0.7464 -6.6893 -7.0947 -0.08 -0.14 -0.16 -0.021
H 1.5242 -7.2950 -7.0272 -0.02 0.09 0.05 0.223
H 0.4495 -8.7058 -7.1611 -0.06 -0.04 0.07 0.224
Cl 8.9364 1.0648 -1.8689 0.02 -0.04 0.00 -0.021
C 7.6202 0.0564 -1.2584 0.01 -0.08 0.00 -0.395
Cl 6.2307 1.0214 -0.7461 0.31 0.31 -0.22 -0.014
H 7.3025 -0.6149 -2.0468 -0.02 0.06 -0.06 0.222
H 7.9810 -0.5077 -0.4068 0.02 0.07 0.05 0.222
Cl -5.5519 -1.5677 3.7836 0.04 0.03 0.08 -0.032
C -4.2873 -2.2919 2.7784 0.01 0.03 -0.14 -0.398
Cl -4.3946 -4.0559 2.7707 0.07 0.02 -0.04 -0.023
H -4.3989 -1.9314 1.7614 -0.06 -0.07 -0.03 0.236
H -3.3208 -2.0029 3.1732 -0.02 -0.03 0.10 0.220
Cl 0.3163 -3.4476 -6.9330 0.10 0.16 -0.09 -0.022
C 0.2002 -3.1982 -8.6782 0.01 -0.08 -0.03 -0.401
Cl -1.1332 -2.1181 -9.1028 0.01 -0.01 -0.05 -0.024
H 1.1266 -2.7597 -9.0283 -0.01 0.08 0.04 0.220
H 0.0334 -4.1577 -9.1545 -0.08 -0.01 0.04 0.220
Cl -5.5302 0.7017 -0.4612 0.05 0.05 0.04 -0.023
C -6.6388 0.2165 0.8283 -0.03 0.07 -0.02 -0.399
Cl -7.4911 -1.2836 0.4399 0.03 0.00 0.06 -0.026
H -6.0695 0.0641 1.7357 0.03 -0.06 0.00 0.223
H -7.3708 1.0018 0.9723 -0.04 0.00 -0.09 0.221
Cl -4.1414 9.0584 6.6956 0.04 0.03 -0.04 -0.028
C -2.9959 7.7234 6.8764 0.03 -0.01 -0.03 -0.393
Cl -3.5431 6.5513 8.0816 0.05 -0.03 -0.01 -0.027
H -2.8944 7.2202 5.9235 -0.07 -0.03 0.00 0.225
H -2.0401 8.1246 7.1902 -0.02 0.03 0.07 0.221
```
Forces are in eV/Å.

- Orbital gap: 10.651 eV
- Maximum force: 2.5 eV Å⁻¹
- Multiplicity: 1